Entry from the OMol25 dataset: a structure of composition C28H42F3O24V2 (ωB97M-V/def2-TZVPD).

## Properties
Net charge ... +2
⟨S²⟩ ... 0.756
Electronic energy ... -138358.940 eV
Largest force on an atom ... 6.45 eV Å⁻¹
HOMO level (alpha / beta) ... -13.81 / -13.81 eV
Multiplicity ... 2
LUMO (alpha / beta) ... -8.896 / -12.221 eV
Gap between HOMO and LUMO (alpha / beta) ... 4.9 / 1.6 eV

Last column: Mulliken charge in e.
Cartesian coordinates (Å):
O -3.4392 10.1309 -20.8784  -0.56
V -4.6843 11.0142 -21.4864  1.43
O -5.3863 11.7190 -20.2273  -0.46
O -3.3987 12.8018 -26.2607  -0.51
V -2.7278 12.5462 -24.8786  1.30
O -1.2984 13.0248 -24.6688  -0.51
C -3.9540 14.1371 -22.6880  1.23
O -3.7865 14.5537 -24.1090  -0.29
O -3.8000 12.6914 -22.8052  -0.79
C -3.0936 14.8445 -21.6562  0.53
F -2.6363 14.0816 -20.6522  -0.28
F -2.0491 15.3662 -22.0466  -0.15
F -3.8288 15.6618 -20.9982  -0.28
C -3.6737 15.8801 -24.4782  2.08
C -3.2345 15.7380 -25.9180  -2.06
H -2.4480 15.0075 -26.1074  0.46
H -4.0487 15.7018 -26.6418  0.51
H -2.7311 16.6285 -26.2944  0.24
H -2.9239 16.3685 -23.8558  -0.06
H -4.6316 16.3873 -24.3620  -1.06
H -5.0289 14.3070 -22.6255  -0.02
C -7.1256 19.2168 -22.0216  -1.43
C -6.4595 18.2149 -23.0264  0.85
C -7.2389 16.9471 -23.3991  0.17
O -7.4952 17.0079 -24.7821  -0.36
C -6.9160 18.0552 -25.3166  0.67
O -6.7062 18.2839 -26.4946  -0.56
O -6.5606 18.8530 -24.3081  -0.43
H -6.8152 20.1932 -22.3935  0.39
H -7.0052 19.0381 -20.9532  0.29
H -8.1862 19.1891 -22.2715  0.43
H -5.4321 17.9374 -22.7907  0.03
H -8.1731 16.8350 -22.8489  0.43
H -6.7032 16.0439 -23.1071  -0.37
C 0.2044 10.9067 -18.1667  -1.49
C -0.7801 12.0558 -18.1549  0.94
C -2.1586 11.7876 -18.4888  0.00
O -2.8791 12.6818 -17.7624  -0.19
C -2.2375 13.0078 -16.6417  0.66
O -2.7300 13.6452 -15.6466  -0.58
O -1.0036 12.5064 -16.8752  -0.38
H 1.1568 11.0997 -17.6730  0.37
H 0.4718 10.6933 -19.2016  0.41
H -0.3590 10.0390 -17.8233  0.35
H -0.3250 12.8212 -18.7836  -0.22
H -2.4490 10.8186 -18.0828  0.51
H -2.3521 11.8527 -19.5595  -0.29
C -3.0572 19.6288 -29.5422  -1.51
C -3.5976 18.2389 -29.2912  0.84
C -4.3011 17.5212 -30.4519  -0.42
O -3.5554 16.3304 -30.5178  -0.34
C -2.5379 16.2683 -29.7194  0.74
O -1.7239 15.2933 -29.5816  -0.65
O -2.5042 17.4209 -29.0527  -0.36
H -3.6930 20.4773 -29.2897  0.36
H -2.5862 19.7242 -30.5205  0.40
H -2.1225 19.6879 -28.9846  0.34
H -4.0071 18.1121 -28.2890  0.06
H -4.2926 18.0034 -31.4294  0.31
H -5.3239 17.3087 -30.1406  0.28
C -2.0335 16.6443 -17.5494  -0.99
C -0.6114 16.5165 -18.1339  0.44
C -0.4211 16.3425 -19.5822  0.52
O 0.4886 17.3277 -19.8607  -0.27
C 0.6411 18.1722 -18.8368  0.47
O 1.1678 19.2460 -18.8971  -0.35
O 0.0474 17.6017 -17.7671  -0.15
H -2.4619 15.6541 -17.7045  -0.03
H -2.5896 17.4265 -18.0660  0.41
H -1.9647 16.8891 -16.4895  0.50
H -0.1514 15.7592 -17.4989  0.24
H -1.3875 16.5253 -20.0519  -0.14
H 0.0066 15.3475 -19.7056  0.27
C 0.4125 16.2123 -23.8174  -1.03
C 0.3438 17.3641 -24.8129  0.48
C -0.5750 18.4505 -24.1854  0.05
O 0.1857 19.6390 -24.3080  -0.42
C 1.3886 19.3706 -24.7778  0.52
O 2.1845 20.1969 -24.9552  -0.49
O 1.5888 18.0915 -24.8283  -0.41
H -0.5120 15.6499 -23.6867  0.09
H 0.7177 16.5461 -22.8256  0.24
H 1.1190 15.5015 -24.2458  0.42
H -0.0002 17.0096 -25.7845  0.35
H -0.7688 18.2480 -23.1321  0.02
H -1.5826 18.3805 -24.5953  0.19
C -5.7579 14.8998 -16.7256  -1.13
C -6.5336 15.4068 -17.8659  0.20
C -5.7742 16.2762 -18.8281  0.08
O -6.4099 15.9093 -20.0399  -0.06
C -6.8210 14.6661 -19.9345  0.53
O -7.2560 13.9950 -20.7749  -0.53
O -6.7880 14.2884 -18.6484  -0.37
H -4.7447 14.6766 -17.0600  -0.08
H -6.3521 14.1365 -16.2234  0.44
H -5.7479 15.6952 -15.9804  0.45
H -7.5132 15.7828 -17.5709  0.42
H -4.6906 16.1735 -18.8859  -0.33
H -5.9871 17.3047 -18.5368  0.47

Forces on atoms 1 to 3 (eV/Å):
O -3.5 2.3 -2.0
V 2.5 1.4 3.8
O 1.7 -1.7 -3.0

=====

Entry from the OMol25 dataset: a structure of composition C16H24ErIN5O2 (ωB97M-V/def2-TZVPD).

## Properties
Net charge ... +3
⟨S²⟩ ... 3.752
Electronic energy ... -64225.575 eV
Largest force on an atom ... 2.71 eV Å⁻¹
HOMO level (alpha / beta) ... -16.49 / -16.50 eV
Multiplicity ... 4
LUMO (alpha / beta) ... -9.436 / -9.330 eV
Gap between HOMO and LUMO (alpha / beta) ... 7.1 / 7.2 eV

Last column: Mulliken charge in e.
Cartesian coordinates (Å):
Er -0.1067 -1.3059 -0.1325  1.00
C 2.7585 1.9789 1.0806  -1.10
C 1.4221 2.4604 0.6041  0.59
N 1.3114 3.7394 0.3454  -0.55
C 0.1783 4.2493 -0.0983  -0.92
C -0.9485 3.4774 -0.3463  0.35
C -2.1907 4.1060 -0.9185  -0.87
O -2.7108 3.3044 -1.9677  -0.50
C -0.8691 2.0832 -0.1058  0.40
C -2.0030 1.2611 -0.4034  -0.20
N -1.9608 -0.0102 -0.6855  -0.20
C -3.2106 -0.6155 -1.0058  0.27
C -4.0186 -0.0583 -2.0029  -0.01
C -5.2403 -0.6243 -2.3189  -0.81
C -5.7008 -1.7276 -1.6188  -0.52
C -4.9279 -2.2953 -0.6107  -0.62
C -3.6904 -1.7469 -0.3496  0.22
I -2.4185 -2.6495 1.2233  0.16
C 0.3485 1.5499 0.4195  0.44
O 0.4772 0.2836 0.7978  -0.63
H 3.3058 2.8337 1.4705  0.42
H 3.3198 1.5852 0.2283  0.19
H 2.6370 1.2206 1.8549  0.35
H 0.1881 5.3146 -0.2754  0.41
H -1.9452 5.1124 -1.2642  0.49
H -2.9409 4.1992 -0.1152  0.33
H -3.0766 3.8689 -2.6556  0.36
H -2.9729 1.7566 -0.4099  0.94
H -3.6550 0.8170 -2.5230  0.51
H -5.8362 -0.1946 -3.1099  0.44
H -6.6701 -2.1483 -1.8375  0.43
H -5.3020 -3.1370 -0.0466  0.42
N 0.5644 -3.7461 -0.7322  -0.77
H 1.4508 -3.9842 -1.1888  0.28
H -0.1489 -4.1650 -1.3411  0.32
H 0.5373 -4.3324 0.1130  0.31
N 5.6305 -2.2059 1.9144  -0.23
C 4.4518 -1.2977 2.0575  -0.78
C 3.1030 -1.9135 1.6080  -0.61
N 2.6113 -1.4776 0.2852  -0.36
H 6.4793 -1.7275 2.2583  0.39
H 5.8212 -2.4885 0.9425  0.35
H 5.5189 -3.0567 2.4862  0.37
H 4.6568 -0.3820 1.4965  0.48
H 4.3873 -1.0318 3.1149  0.35
H 2.3393 -1.6143 2.3366  0.30
H 3.1674 -3.0060 1.6189  0.54
H 3.2341 -1.8109 -0.4552  0.28
H 2.6452 -0.4478 0.2627  0.03

Forces on atoms 1 to 3 (eV/Å):
Er -0.3 -2.1 -1.1
C -0.1 0.1 0.0
C -0.5 -1.0 0.0

=====

- ⟨S²⟩ of number 2 (C16H24ErIN5O2)?
  3.752

=====

- Number 2 is which compound?
  C16H24ErIN5O2

=====

- Which of these has the highest largest force on an atom?
  C28H42F3O24V2